1.
ORCA calculation (wB97M-V/def2-TZVPD) on the ion C8H17N2O with charge +1 in a non-equilibrium geometry.

Calculated values
Multiplicity: 1
HOMO level (eV): -11.984
Charge: +1
Orbital gap (eV): 8.162
ΔE to the lowest compared entry with this formula, charge and spin (eV): 3.069
Maximum force (eV Å⁻¹): 7.2
SMILES: C=C(C/[NH+]=C/CC)N[C@H](C)O

Geometry (Å):
1 H 2.51794 -0.81005 -1.41507
2 C -0.42983 2.05268 -0.99044
3 H -3.09784 -1.99434 -0.67194
4 H -4.15863 -1.62483 0.76287
5 H -0.46954 -0.01666 1.70724
6 C 2.42456 0.69567 0.73500
7 H -4.51643 -0.78027 -0.59113
8 N 1.27352 0.23109 0.69693
9 C -3.75172 -1.26520 -0.13964
10 H 4.18848 -1.46099 -1.14412
11 H -3.98496 0.49198 1.44893
12 C 0.05868 0.62790 1.16211
13 H 0.20498 1.52242 1.83935
14 C 3.63441 0.18190 0.06193
15 C -0.77763 0.98836 -0.25797
16 H 0.46024 2.53212 -0.88623
17 H -2.08942 0.33608 -1.48293
18 C -2.59454 -0.40208 0.45579
19 O -3.10366 0.56631 1.28082
20 H 2.48694 1.54900 1.33681
21 H 4.54414 0.14530 0.81380
22 H 4.02166 1.01635 -0.67537
23 H 2.74190 -1.84275 -0.09856
24 H -1.08814 2.45443 -1.83645
25 H 1.12976 -0.65002 0.13507
26 C 3.27230 -1.09588 -0.69613
27 N -1.77123 0.10717 -0.59749
28 H -2.04419 -1.01670 1.10961

2.
ORCA calculation (wB97M-V/def2-TZVPD) on a structure of composition C20H23BrN4O2PtS2.

Calculated values
Multiplicity: 5
⟨S²⟩: 6.051
HOMO level (spin up / spin down) (eV): -13.567 / -13.564
Charge: +2
Orbital gap (spin up / spin down) (eV): 7.545 / 4.344
Maximum force (eV Å⁻¹): 0.7

Geometry (Å):
1 C -1.76310 4.78457 1.23050
2 C 0.70932 2.23617 -2.53413
3 N -0.12079 -0.06645 -2.29019
4 C 0.47762 -4.32504 0.81431
5 H 1.39232 4.15558 -3.10566
6 H 0.27914 -2.91876 3.09162
7 H -2.67381 5.36665 1.25269
8 H 2.27740 -1.61842 0.02940
9 C -0.54185 5.39340 1.49160
10 H -2.73679 2.93987 0.73805
11 C 0.43014 -1.88395 2.79779
12 H 1.37552 3.67822 -5.52672
13 H -2.74992 -4.01661 1.30117
14 C 0.68284 1.67001 -5.35274
15 H 2.58854 -3.98448 0.70492
16 H 1.73892 -3.66140 -0.80576
17 C 1.67628 -3.56095 0.27769
18 O -1.76189 0.66226 0.42586
19 H 1.52460 2.74285 1.17053
20 C 0.30615 0.95977 -3.02653
21 N 1.57778 -2.11658 0.56895
22 C -1.79604 3.43189 0.94565
23 H 1.97655 -0.64534 1.97196
24 S -0.24312 -0.90441 -4.76253
25 H 2.52817 -2.24545 2.47068
26 N -0.76975 -1.43974 2.04804
27 H -1.00078 -0.47050 2.24395
28 C 1.08329 3.17466 -3.44042
29 C 1.07150 2.89772 -4.84087
30 C -0.41897 -1.13539 -3.06104
31 N -0.81389 -3.63617 0.54791
32 H 1.58161 5.16659 1.68606
33 S -0.84794 -2.52574 -2.25752
34 H -2.79552 -1.72330 1.75056
35 C 0.29904 0.70178 -4.44679
36 H -1.24325 -4.05452 -0.26565
37 C 1.71305 -1.69939 1.99002
38 Br -0.49418 7.22273 1.87908
39 H 0.67745 1.48697 -6.41826
40 H 0.46319 -5.31789 0.36320
41 H 0.71219 2.43774 -1.47256
42 O 0.43558 0.57737 0.49366
43 C 0.64532 4.67059 1.47200
44 C -0.61285 2.69289 0.92476
45 H 0.56602 -4.48127 1.88564
46 C -1.98533 -2.24990 2.25315
47 H 0.51821 -1.31447 3.72335
48 C -0.67911 1.26119 0.60792
49 Pt -0.38663 -1.31174 -0.13256
50 C 0.60721 3.31783 1.18520
51 H -2.23379 -2.31091 3.31486
52 H -1.45349 -4.35937 2.42132
53 C -1.79216 -3.65115 1.66586

3.
ORCA calculation (wB97M-V/def2-TZVPD) on a structure of composition C19H40AuGeN2O4S.

Calculated values
Multiplicity: 4
⟨S²⟩: 3.775
HOMO level (spin up / spin down) (eV): -14.811 / -15.088
Charge: +2
Orbital gap (spin up / spin down) (eV): 9.792 / 6.190
ΔE to the lowest compared entry with this formula, charge and spin (eV): 0.556
Maximum force (eV Å⁻¹): 0.3

Geometry (Å):
1 H -2.25255 -5.07265 -0.74630
2 S -2.95771 -0.25093 -0.55874
3 H 4.37517 -0.49710 0.29652
4 C 0.52655 -0.48922 4.16716
5 H -2.00014 -1.68988 2.13080
6 C -1.48482 -0.81564 -3.59382
7 O 1.30801 2.11562 1.77213
8 H 1.33775 3.76500 -0.29005
9 N -4.21742 -2.53381 -1.30736
10 C 3.51696 3.00801 1.16646
11 C 2.62512 -0.82619 -0.94122
12 H 1.20571 -1.33776 4.06372
13 C 2.17054 3.93782 3.06926
14 H 0.89253 -1.61013 -1.97098
15 O -1.34427 0.92767 -1.88902
16 C -3.12544 -1.94577 -0.79185
17 H -0.66544 -2.60023 2.89182
18 Ge 1.89750 0.47735 1.55426
19 O 0.28628 -0.43367 1.76258
20 Au -0.56514 0.11581 -0.12678
21 H 4.04594 2.35046 1.86667
22 H -1.33801 -2.77615 -0.11774
23 H 1.28795 -2.43608 -0.42995
24 H 0.00599 -0.59235 5.11865
25 H -1.90572 -1.82218 3.88404
26 H -1.21808 -1.61432 -2.89833
27 H -2.57149 -0.72436 -3.64403
28 H -1.11556 -1.09210 -4.58046
29 C -1.35864 0.78742 3.10405
30 H 3.78532 -0.83420 -2.75709
31 H 0.36020 4.41276 1.04401
32 H 1.16214 4.12571 3.43791
33 H -5.85800 -1.29305 -0.88457
34 H -2.30434 1.75416 -4.21810
35 N -2.24617 -2.93003 -0.53109
36 H -2.10609 0.78762 2.30664
37 H 4.36430 -2.03686 -0.55431
38 H -0.78382 2.57596 -3.82901
39 C 2.11953 3.33407 1.67752
40 H 4.10566 3.92050 1.08247
41 C -0.48393 -0.45086 3.03048
42 H -0.75533 1.69103 3.02995
43 H 0.20939 0.40737 -3.09632
44 H -6.14194 -2.55876 -2.09558
45 H 3.47370 2.54676 0.17792
46 O 1.81029 0.17261 -0.23894
47 C -2.77998 -4.14491 -0.87834
48 H 1.88925 5.18730 0.60785
49 C 3.20594 -0.12939 -2.16113
50 C -1.30900 -1.72367 2.97789
51 C -1.22289 1.63320 -4.15001
52 C -4.01896 -3.89172 -1.36847
53 C 1.37739 4.22992 0.69726
54 H -5.18871 -1.12502 -2.52582
55 H 2.41409 0.28123 -2.78780
56 H 2.25048 -2.73542 -1.88225
57 H -1.89355 0.80430 4.05349
58 H 2.71319 4.88229 3.05174
59 H -0.83697 1.38851 -5.13967
60 H 3.32698 -1.83381 0.85363
61 H 2.67891 3.26480 3.76202
62 H -4.76945 -4.56256 -1.74844
63 C 3.73498 -1.32235 -0.02463
64 H 1.09737 0.44298 4.21641
65 C -0.87910 0.51878 -3.17833
66 H 3.86413 0.68436 -1.85798
67 C -5.42932 -1.82650 -1.72998
68 C 1.70272 -1.97172 -1.33083

4.
ORCA calculation (wB97M-V/def2-TZVPD) on the molecule C3H4BrNO in a non-equilibrium geometry.

Calculated values
Multiplicity: 1
HOMO level (eV): -8.470
Orbital gap (eV): 7.435
ΔE to the lowest compared entry with this formula, charge and spin (eV): 2.523
Maximum force (eV Å⁻¹): 3.1
SMILES: BrN1C=COC1

Geometry (Å):
1 H 1.72492 1.19617 -0.73291
2 O 0.90455 -0.61930 -0.32806
3 N -1.03887 0.02375 0.75218
4 H -0.48045 2.18886 0.63250
5 C 0.76363 0.75950 -0.36297
6 C -0.20229 -1.07678 0.32490
7 H -0.78880 -1.67200 -0.41642
8 Br -3.01697 0.00210 -0.11530
9 H 0.03367 -1.48949 1.28825
10 C -0.31158 1.12884 0.31460

5.
ORCA calculation (wB97M-V/def2-TZVPD) on a cluster of 4 separate species, C2H11O4 in total in a non-equilibrium geometry.

Calculated values
Multiplicity: 1
HOMO level (eV): -4.582
Charge: -1
Orbital gap (eV): 8.672
ΔE to the lowest compared entry with this formula, charge and spin (eV): 1.362
Maximum force (eV Å⁻¹): 3.4

Geometry (Å):
1 H 1.83342 -1.11701 0.22746
2 H 2.44774 -1.35399 1.69151
3 H -0.84877 0.41887 -1.23308
4 C 0.25852 0.78656 0.76342
5 O 0.19674 -2.53678 -0.87514
6 H -1.18630 -0.48864 -2.14385
7 H -0.66758 -2.88834 -0.95010
8 H -0.56483 2.56543 -0.39609
9 O 0.40403 0.01783 -0.43555
10 O 2.61928 -1.51094 0.71472
11 H 0.14994 -1.59773 -0.66089
12 H 1.15976 1.22037 1.20084
13 H -1.94383 1.46225 0.39333
14 O -1.73805 0.26832 -1.81837
15 C -0.91630 2.01270 0.51030
16 H -1.01832 2.61197 1.45199
17 H -0.18543 0.12912 1.55950

6.
ORCA calculation (wB97M-V/def2-TZVPD) on a structure of composition C34H44IrNO2S2.

Calculated values
Multiplicity: 5
⟨S²⟩: 6.054
HOMO level (spin up / spin down) (eV): -6.734 / -7.467
Orbital gap (spin up / spin down) (eV): 7.166 / 4.904
Maximum force (eV Å⁻¹): 0.3

Geometry (Å):
1 C 2.01138 2.11036 1.62068
2 H 1.89201 1.55674 -0.46433
3 H 1.27562 1.42019 5.55219
4 H 3.70032 -2.11292 -0.36707
5 C 3.23364 3.91602 0.42245
6 C -1.48270 -5.28444 -2.89073
7 C -4.32015 2.98582 -0.81337
8 H 2.70492 -4.84644 -2.71155
9 H 2.48167 4.64057 0.73900
10 C 1.35797 2.07106 2.87155
11 H 1.99244 -0.47097 -1.12281
12 O -1.70540 0.49458 1.93655
13 C 4.37473 1.73785 0.92396
14 C -1.07145 0.08541 4.77649
15 Ir -2.70989 0.39400 0.06271
16 H -5.89618 4.31296 -4.09761
17 H 2.44450 -3.82716 -4.13399
18 H 4.18803 4.43655 0.32157
19 C 0.33738 1.97859 5.52936
20 O -2.28682 -1.63496 -0.57484
21 H 0.66866 -4.20861 -2.71453
22 H 3.65973 -0.64271 -2.42051
23 H -3.00106 -3.85020 -0.15477
24 C 3.03279 -3.93895 -3.22119
25 C -5.49344 4.71471 -2.01860
26 C 0.17854 0.92494 0.61372
27 H 4.05742 2.59386 3.51210
28 C 3.91847 3.36076 2.74793
29 C -4.29006 2.22113 -1.97146
30 C -0.52164 0.95829 1.89647
31 H 3.26894 4.13904 3.15246
32 H -1.71306 -5.06436 -0.14419
33 H -1.79830 -0.30253 4.06920
34 H 4.75342 -3.22172 -1.25931
35 H -2.30740 2.47254 5.29382
36 H -0.72004 -5.85673 -2.35802
37 H -4.95506 4.84062 0.05334
38 S -3.61138 2.38582 0.67623
39 H 3.28225 -3.82420 -0.48119
40 C -4.85733 2.69952 -3.15383
41 C 1.40676 1.52333 0.50044
42 C 1.20518 -1.18319 -1.32035
43 H -1.46263 3.47207 4.10322
44 H -2.32009 -5.95563 -3.08739
45 H -2.74872 -3.01530 -3.80460
46 C 3.57671 -1.52535 -3.05537
47 H 5.34571 2.21207 0.76734
48 H -1.53675 0.11857 5.76348
49 H 4.07442 -4.08599 -3.51115
50 C 3.71307 -2.98242 -1.02649
51 H -3.25523 -5.41911 -0.93110
52 H -1.07150 -4.97699 -3.85482
53 C -0.11061 -0.86288 -0.95196
54 C 2.93084 -2.70696 -2.31968
55 H -2.50355 2.14855 3.56868
56 C 0.12398 1.50113 3.06736
57 H 4.89207 3.81315 2.55420
58 H -3.58151 -2.61500 -2.29730
59 H 3.00345 -1.24904 -3.94185
60 H -4.81961 2.08637 -4.04624
61 H -5.96159 5.69053 -2.03174
62 H -0.15841 1.83021 6.48942
63 C -4.93081 4.24153 -0.84874
64 C -1.98518 -4.09358 -2.07378
65 H 2.94910 3.54533 -0.56254
66 C -3.12092 -3.42210 -2.86145
67 C 0.42664 -3.29376 -2.19800
68 C 3.37074 2.77802 1.44603
69 C -1.15840 -1.85792 -1.12516
70 H -0.23159 -0.61171 4.82875
71 C -1.79117 2.45642 4.33130
72 H -3.89024 -4.16187 -3.09490
73 C -5.45777 3.94293 -3.18050
74 C -0.59019 1.49844 4.41047
75 H 0.57083 3.04199 5.44426
76 C -0.87028 -3.08434 -1.81995
77 C -2.52192 -4.63275 -0.73816
78 H 4.50380 0.92474 1.64073
79 H 4.58588 -1.79694 -3.37170
80 H 4.05880 1.30448 -0.02543
81 H 1.85816 2.52063 3.71366
82 S -3.52975 0.63670 -1.95967
83 N -0.54759 0.25508 -0.34404
84 C 1.48638 -2.37442 -1.94312